[1]
Formula: C11H22N3O2
Source: OMol25
Level of theory: ωB97M-V/def2-TZVPD

ORCA input file:
```
! wB97M-V def2-TZVPD RIJCOSX def2/J DEFGRID3
* xyz 1 1
C 3.11 -1.27 0.88
O 3.43 -0.24 -0.08
C 2.38 -0.03 -1.02
C 2.30 1.50 -1.40
C 1.86 2.43 -0.18
N 0.64 1.77 0.41
C 0.80 1.30 1.67
C -0.36 0.61 2.29
C -1.59 0.51 1.48
C -1.50 1.14 0.12
C -2.77 1.07 -0.83
C -2.97 -0.47 -1.22
C -4.48 -0.86 -0.83
N -4.73 -0.84 0.62
N -0.41 1.75 -0.37
H 2.68 -0.79 1.81
H 2.39 -2.04 0.50
H 4.05 -1.79 1.21
H 2.55 -0.58 -2.00
H 1.43 -0.44 -0.59
H 1.47 1.59 -2.17
H 3.27 1.87 -1.83
H 1.56 3.43 -0.61
H 2.66 2.53 0.60
H 1.78 1.39 2.19
H -0.29 0.18 3.32
H -2.50 -0.01 1.85
H -2.58 1.64 -1.78
H -3.62 1.52 -0.27
H -2.22 -1.11 -0.68
H -2.78 -0.61 -2.32
H -5.12 -0.08 -1.34
H -4.68 -1.87 -1.26
H -4.49 0.05 1.06
H -4.21 -1.62 1.03
O 4.35 -3.86 0.31
H 3.80 -4.45 -0.21
H 4.80 -3.32 -0.35
*
```

The energy above the lowest of the compared OMol25 structures with the same formula, charge and spin is 75.4 kcal/mol. The largest force on an atom is 4.14 eV/A. The value obtained for the LUMO energy is -4.8 eV. The value obtained for the HOMO energy is -12.287 eV.

[2]
Formula: C21H27MgO2Si
Source: OMol25
Level of theory: ωB97M-V/def2-TZVPD

ORCA input file:
```
! wB97M-V def2-TZVPD RIJCOSX def2/J DEFGRID3
* xyz -1 1
C 1.75 2.12 -2.50
C 3.00 1.57 -2.00
C 2.81 0.15 -1.86
H 3.95 2.12 -1.90
C 1.54 -0.16 -2.39
C 0.89 1.02 -2.78
H -0.07 1.07 -3.30
H 1.61 3.16 -2.80
H 3.56 -0.57 -1.53
H 1.15 -1.17 -2.55
C -0.85 -0.25 2.73
C -0.28 0.97 2.92
C -0.79 1.93 1.87
H 0.43 1.30 3.68
C -1.61 1.04 0.98
C -1.68 -0.21 1.53
H -2.26 -1.04 1.18
H -0.75 -1.14 3.35
H -1.36 2.76 2.31
H -2.06 1.41 0.07
Mg 1.71 1.94 -0.19
O -0.84 -2.37 -0.44
C 0.42 -2.88 0.13
C -0.26 -3.44 -1.10
H 1.26 -2.20 -0.03
H 0.39 -3.46 1.06
H 0.24 -3.22 -2.05
H -0.68 -5.18 -3.08
C -1.28 -5.44 -2.20
C -1.04 -4.69 -1.04
C -1.66 -5.06 0.17
H -1.38 -4.56 1.11
C -2.63 -6.07 0.18
H -3.15 -6.30 1.10
C -2.89 -6.79 -0.99
H -3.61 -7.61 -0.99
C -2.22 -6.47 -2.17
H -2.38 -7.04 -3.08
C 0.81 4.71 3.02
Si 0.65 4.30 1.22
C -0.69 5.15 0.26
C 2.28 4.34 0.30
O 0.36 2.60 1.09
H 1.02 5.78 3.15
H 1.65 4.16 3.46
H -0.10 4.47 3.60
H -0.51 6.24 0.25
H -0.69 4.80 -0.79
H -1.69 4.97 0.67
H 3.05 3.63 0.69
H 2.20 4.26 -0.80
H 2.67 5.34 0.51
*
```

The largest force on an atom is 2.57 eV/A. The value obtained for the LUMO energy (spin up / spin down) is 2.7 / 2.7 eV. The value obtained for the HOMO energy (spin up / spin down) is -0.198 / -0.203 eV.

[3]
Formula: C27H63O18P3
Source: OMol25
Level of theory: ωB97M-V/def2-TZVPD

ORCA input file:
```
! wB97M-V def2-TZVPD RIJCOSX def2/J DEFGRID3
* xyz 0 1
C 3.09 1.47 -2.61
O 1.81 2.15 -2.96
P 0.83 1.66 -4.13
O 1.06 2.56 -5.27
O 1.26 0.14 -4.75
C 1.58 0.03 -6.16
O -0.69 1.63 -3.74
C -1.19 2.54 -2.76
H 3.64 1.53 -3.40
H 2.85 0.34 -2.62
H 3.63 1.76 -1.71
H 0.60 0.04 -6.64
H 1.89 -1.03 -6.21
H 2.19 0.78 -6.52
H -1.33 3.41 -3.21
H -0.56 2.63 -1.82
H -2.19 2.31 -2.54
C 1.10 -2.81 0.42
O 1.45 -1.34 0.35
P 0.41 -0.34 -0.37
O 0.68 -0.31 -1.84
O -1.00 -0.85 -0.05
C -2.18 -0.13 -0.63
O 0.51 1.28 0.10
C 1.71 1.65 0.75
H 1.78 -3.46 1.11
H 1.14 -3.19 -0.57
H 0.10 -2.79 0.92
H -3.11 -0.65 -0.09
H -2.17 -0.31 -1.83
H -2.24 1.07 -0.31
H 2.59 1.19 0.40
H 1.70 1.73 1.82
H 1.60 2.72 0.38
C 3.53 -0.36 2.82
O 4.47 0.28 1.97
P 5.37 -0.83 1.00
O 4.89 -0.68 -0.42
O 6.75 -0.23 1.24
C 7.24 0.91 0.44
O 5.34 -2.37 1.52
C 6.50 -3.08 1.58
H 3.05 0.25 3.40
H 4.36 -0.67 3.60
H 2.85 -0.91 2.20
H 7.49 1.64 1.16
H 6.86 1.34 -0.28
H 8.19 0.60 0.07
H 7.10 -2.71 2.34
H 7.01 -3.17 0.64
H 6.35 -4.24 1.86
C 0.50 -2.92 -4.29
C 1.44 -3.71 -3.39
C 2.73 -3.05 -3.13
O 1.15 -4.80 -2.86
H -0.48 -3.28 -4.40
H 0.96 -2.87 -5.34
H 0.48 -1.84 -3.85
H 3.19 -2.95 -4.03
H 3.32 -3.55 -2.40
H 2.52 -2.11 -2.68
C -2.86 -1.51 3.36
C -3.20 -2.89 4.03
C -2.03 -3.95 4.23
O -4.30 -2.98 4.52
H -2.35 -0.88 4.11
H -3.86 -1.24 2.76
H -2.26 -1.74 2.55
H -2.57 -4.99 4.33
H -1.29 -3.64 5.15
H -1.35 -4.09 3.27
C -0.88 1.64 3.02
C 0.16 0.78 3.74
C 0.60 1.27 5.14
O 0.41 -0.33 3.35
H -1.95 1.58 3.57
H -1.12 1.25 1.97
H -0.55 2.65 2.96
H 1.31 0.39 5.55
H -0.35 1.48 5.86
H 1.05 2.10 4.99
C -5.11 -3.57 0.65
C -3.62 -4.06 0.36
C -2.96 -3.75 -0.91
O -3.05 -4.67 1.18
H -5.26 -3.79 1.66
H -5.92 -3.96 0.12
H -5.25 -2.51 0.30
H -3.55 -3.86 -1.67
H -2.20 -4.66 -1.07
H -2.52 -2.70 -1.15
C -5.22 2.16 -1.00
C -5.29 2.13 0.46
C -5.88 3.21 1.35
O -4.57 1.17 0.96
H -4.83 1.31 -1.16
H -4.67 2.91 -1.23
H -6.25 2.15 -1.23
H -5.86 2.87 2.33
H -6.78 3.20 0.88
H -5.41 4.16 1.36
C -1.62 6.55 -1.01
C -1.94 5.35 -0.32
C -0.83 4.67 0.52
O -2.98 4.75 -0.41
H -0.65 6.99 -1.05
H -2.25 7.33 -0.81
H -1.60 6.19 -2.09
H -1.40 3.87 0.93
H -0.74 5.33 1.52
H -0.17 4.18 -0.18
*
```

The energy above the lowest of the compared OMol25 structures with the same formula, charge and spin is 0.0 kcal/mol. Its SMILES is COP(=O)(OC)OC.COP(=O)(OC)OC.COP(=O)(OC)OC.CC(C)=O.CC(C)=O.CC(C)=O.CC(C)=O.CC(C)=O.CC(C)=O. The largest force on an atom is 10.97 eV/A. The value obtained for the LUMO energy is 0.3 eV. The value obtained for the HOMO energy is -9.026 eV.

[4]
Formula: C4H11N2
Source: OMol25
Level of theory: ωB97M-V/def2-TZVPD

ORCA input file:
```
! wB97M-V def2-TZVPD RIJCOSX def2/J DEFGRID3
* xyz 1 3
C -2.00 0.07 -0.11
C -1.04 -0.86 0.50
C 2.34 0.34 -0.44
C 0.31 -0.38 0.75
N -3.38 0.31 -0.58
N 0.86 0.11 -0.48
H -1.56 1.15 0.12
H -3.94 0.86 0.09
H -1.30 -1.92 0.33
H 2.53 0.99 -1.31
H 2.53 0.73 0.50
H 2.87 -0.66 -0.62
H 1.12 -1.04 1.07
H 0.29 0.32 1.59
H -3.79 -0.64 -0.68
H 0.46 1.07 -0.67
H 0.64 -0.40 -1.31
*
```

The energy above the lowest of the compared OMol25 structures with the same formula, charge and spin is 40.8 kcal/mol. The largest force on an atom is 7.35 eV/A. The value obtained for the LUMO energy (spin up / spin down) is -3.2 / -5.8 eV. The value obtained for the HOMO energy (spin up / spin down) is -9.972 / -14.555 eV.